(1)
Computed, not measured: the ion C5H13N2S with charge -1, with the ωB97M-V functional and the def2-TZVPD basis.

Properties
Net charge: -1
SMILES: NCCNCCC[S-]
HOMO energy: -2.17 eV

Last column: Löwdin charge in e.
Positions of all 21 atoms, in Å:
C  -1.216  -1.126  0.941  -0.3099
C  -1.975  0.207  0.968  -0.7642
S  -1.660  1.235  2.486  0.0266
C  0.317  -0.902  0.906  -0.2594
N  0.979  -1.219  -0.367  -0.1115
C  0.712  -0.388  -1.541  -0.2295
C  1.980  -0.190  -2.348  -0.2687
N  2.054  1.165  -2.932  -0.0226
H  -1.375  -1.756  1.820  0.0785
H  -1.668  -1.661  0.093  0.0859
H  -3.051  0.018  0.948  0.0179
H  -1.653  0.828  0.134  0.0153
H  0.474  0.150  1.164  0.0645
H  0.813  -1.455  1.690  0.0935
H  1.164  -2.203  -0.497  0.0936
H  -0.134  -0.812  -2.092  0.1056
H  0.443  0.570  -1.110  0.1087
H  2.196  -0.898  -3.163  0.0942
H  2.878  -0.237  -1.734  0.1014
H  1.597  1.341  -3.800  0.0440
H  2.869  1.696  -2.754  0.0359

(2)
Computed, not measured: the molecule C3H4N2O2, with the ωB97M-V functional and the def2-TZVPD basis.

Properties
Net charge: 0
HOMO energy: -9.06 eV

Last column: Löwdin charge in e.
Positions of all 11 atoms, in Å:
O  -2.405  0.627  0.168  0.0910
C  -1.165  0.127  0.019  -0.5491
N  -0.133  0.944  0.320  0.1485
C  0.989  0.277  0.162  -0.5316
O  2.239  0.838  0.332  0.0432
C  1.160  -1.007  -0.263  0.2176
N  -0.948  -1.091  -0.391  0.1532
H  -2.294  1.502  0.581  0.1216
H  2.595  1.029  -0.548  0.1173
H  1.780  -1.698  0.338  0.0808
H  -1.815  -1.549  -0.718  0.1074

(3)
Computed, not measured: a structure of composition C55H44F3N5OP2S2Ti, with the ωB97M-V functional and the def2-TZVPD basis.

Properties
Net charge: +1
HOMO energy (alpha / beta): -9.54 / -9.60 eV
2S+1: 2

Last column: Löwdin spin population.
Positions of all 113 atoms, in Å:
Ti  0.276  -0.432  0.183  0.7561
O  -2.142  1.510  1.557  0.0197
S  -0.916  0.726  1.937  0.0334
C  -1.367  -0.074  3.478  0.0050
C  -2.315  0.398  4.386  0.0003
C  -2.602  -0.349  5.529  0.0002
C  -1.973  -1.577  5.736  -0.0003
C  -1.081  -2.081  4.785  -0.0005
C  -0.796  -1.335  3.641  0.0000
P  0.167  -1.823  2.201  0.0331
C  -0.591  -3.434  1.813  0.0070
C  -0.263  -4.640  2.448  0.0045
C  -0.905  -5.833  2.101  0.0000
C  -1.890  -5.837  1.116  0.0037
C  -2.235  -4.650  0.479  -0.0013
C  -1.591  -3.459  0.825  0.0012
C  1.819  -2.198  2.864  0.0058
C  2.322  -1.567  4.015  0.0017
C  3.615  -1.832  4.479  0.0007
C  4.437  -2.717  3.790  0.0019
C  3.973  -3.327  2.629  0.0001
C  2.681  -3.060  2.165  0.0033
C  0.241  1.999  2.549  0.0010
C  0.095  2.640  3.789  -0.0004
C  0.982  3.641  4.191  0.0007
C  2.017  4.028  3.352  0.0002
C  2.160  3.422  2.105  0.0003
C  1.278  2.411  1.679  0.0000
P  1.426  1.630  0.032  0.0060
C  0.680  2.872  -1.060  0.0000
C  1.135  4.191  -1.190  0.0009
C  0.511  5.083  -2.068  -0.0011
C  -0.583  4.672  -2.825  0.0015
C  -1.057  3.369  -2.703  0.0012
C  -0.430  2.479  -1.827  0.0185
C  3.212  1.633  -0.311  0.0032
C  3.753  2.065  -1.531  0.0001
C  5.131  2.028  -1.764  0.0001
C  5.994  1.534  -0.790  -0.0001
C  5.477  1.063  0.413  0.0001
C  4.099  1.102  0.644  -0.0005
H  -2.834  1.335  4.201  0.0001
H  -3.329  0.019  6.249  0.0000
H  -2.206  -2.163  6.622  0.0000
H  -0.640  -3.061  4.937  0.0001
H  0.493  -4.672  3.229  0.0001
H  -0.637  -6.758  2.604  0.0000
H  -2.391  -6.764  0.849  0.0002
H  -3.007  -4.645  -0.287  -0.0001
H  -1.887  -2.544  0.313  0.0000
H  1.723  -0.848  4.568  0.0001
H  3.978  -1.337  5.376  0.0000
H  5.442  -2.922  4.150  0.0001
H  4.616  -4.007  2.075  -0.0001
H  2.356  -3.536  1.241  0.0001
H  -0.719  2.402  4.460  0.0000
H  0.849  4.128  5.154  0.0000
H  2.704  4.814  3.657  0.0000
H  2.971  3.762  1.464  0.0000
H  1.989  4.543  -0.618  0.0001
H  0.879  6.101  -2.157  -0.0001
H  -1.071  5.366  -3.503  0.0002
H  -1.916  3.043  -3.282  0.0001
H  -0.829  1.469  -1.745  0.0066
H  3.110  2.431  -2.329  0.0000
H  5.528  2.377  -2.714  0.0000
H  7.064  1.501  -0.974  0.0000
H  6.141  0.655  1.171  0.0000
H  3.725  0.705  1.587  -0.0006
S  1.573  -1.663  -1.319  0.0137
C  0.535  -1.073  -2.580  0.0124
N  1.023  -1.276  -3.773  0.0069
N  0.257  -0.848  -4.833  0.0011
C  0.560  0.419  -5.404  0.0000
C  1.303  1.397  -4.731  0.0000
C  1.498  2.664  -5.287  0.0000
C  0.932  2.980  -6.520  0.0000
C  0.164  2.031  -7.191  0.0000
C  -0.029  0.765  -6.630  0.0000
N  -0.688  -0.460  -2.397  -0.0018
N  -0.639  0.360  -1.454  0.0228
C  -1.845  1.071  -1.346  0.0089
C  -2.384  1.793  -2.421  -0.0019
C  -3.562  2.527  -2.269  0.0017
C  -4.208  2.556  -1.033  -0.0007
C  -3.675  1.854  0.048  0.0024
C  -2.497  1.119  -0.110  0.0140
H  0.221  -1.547  -5.572  0.0004
H  1.740  1.171  -3.760  0.0000
H  2.087  3.398  -4.745  0.0000
H  1.081  3.966  -6.948  0.0000
H  -0.296  2.276  -8.143  0.0000
H  -0.654  0.044  -7.149  0.0000
H  -1.870  1.774  -3.380  -0.0001
H  -3.967  3.075  -3.114  0.0001
H  -5.123  3.128  -0.912  0.0000
H  -4.171  1.876  1.014  0.0001
H  -2.073  0.573  0.729  0.0056
F  -4.344  -5.242  -1.876  0.0000
C  -4.726  -4.080  -1.229  0.0000
F  -5.588  -3.378  -2.053  0.0000
F  -5.390  -4.420  -0.064  0.0000
C  -3.531  -3.220  -0.898  0.0005
C  -2.149  -3.642  -1.257  0.0026
C  -1.112  -2.846  -0.943  0.0010
N  -1.328  -1.605  -0.271  -0.0027
C  -2.515  -1.209  0.055  0.0040
C  -3.699  -2.042  -0.264  0.0001
H  -1.965  -4.582  -1.767  0.0000
H  -0.102  -3.145  -1.200  0.0004
H  -2.645  -0.261  0.564  0.0008
H  -4.689  -1.695  0.017  0.0000
H  1.642  -0.250  1.279  -0.0068

(4)
Computed, not measured: the molecule C4H10P2, with the ωB97M-V functional and the def2-TZVPD basis.

Properties
Net charge: 0
SMILES: P[C@H]1C[C@@H](P)C1
HOMO energy: -9.09 eV

Last column: Löwdin charge in e.
Positions of all 16 atoms, in Å:
C  0.056  0.011  1.392  -0.1720
C  -0.004  0.777  -0.677  -0.2665
C  -1.145  0.472  0.359  -0.6200
C  1.123  0.538  0.313  -0.5819
P  -2.411  -0.783  0.018  0.7870
P  2.350  -0.844  -0.083  0.8177
H  -0.145  0.272  2.390  0.0681
H  0.230  -1.124  1.351  0.0759
H  0.123  0.114  -1.624  0.1116
H  -0.187  1.854  -0.976  0.1116
H  -1.691  1.257  0.855  0.0633
H  1.837  1.384  0.494  0.0869
H  -1.297  -1.505  -0.428  -0.1170
H  -3.051  -0.454  -1.284  -0.0935
H  2.897  -0.558  -1.308  -0.1405
H  1.317  -1.410  -0.792  -0.1307

(5)
Computed, not measured: the molecule C7H12O5S, with the ωB97M-V functional and the def2-TZVPD basis.

Properties
Net charge: 0
HOMO energy: -9.23 eV

Last column: Löwdin charge in e.
Positions of all 25 atoms, in Å:
C  -0.854  -1.878  0.146  -0.1347
C  -0.211  1.107  -1.107  -0.1374
C  0.874  -0.928  -1.291  -0.1691
C  1.035  -0.575  0.209  -0.2527
C  -0.180  -2.101  -1.211  -0.2594
C  0.585  0.876  0.214  -0.5058
C  -1.320  2.597  1.488  -0.1590
O  0.303  1.090  2.724  -0.5113
O  0.159  -1.324  0.958  -0.1442
O  0.368  0.200  -2.011  -0.0678
O  0.470  -3.376  -1.140  -0.0203
O  1.750  1.693  0.283  0.0139
S  -0.650  0.857  1.625  1.0160
H  -1.794  -1.257  0.034  0.1357
H  -1.079  -2.823  0.501  0.1080
H  -1.266  0.818  -1.005  0.1245
H  -0.165  2.117  -1.467  0.1283
H  1.708  -1.282  -1.922  0.1665
H  1.991  -0.851  0.525  0.1590
H  -0.868  -1.979  -2.164  0.1887
H  -1.114  2.997  0.505  0.0510
H  -0.748  3.021  2.257  0.0281
H  -2.267  2.451  1.885  0.0149
H  1.428  -3.225  -1.314  0.1054
H  1.844  1.775  1.278  0.1215

(6)
Computed, not measured: the ion C7H16N with charge +1, with the ωB97M-V functional and the def2-TZVPD basis.

Properties
Net charge: +1
SMILES: C/C=C(\C)CCC[NH3+]
HOMO energy: -11.92 eV

Last column: Löwdin charge in e.
Positions of all 24 atoms, in Å:
C  0.696  0.409  -2.570  -0.1230
C  -0.259  0.411  -1.390  -0.1821
C  0.146  -0.486  -0.208  -0.1805
C  0.469  0.233  2.116  -0.1113
C  -0.381  0.053  1.107  -0.3220
C  -1.858  0.304  1.169  -0.0396
C  0.172  0.336  3.584  -0.0776
N  0.971  -1.007  -3.105  0.2184
H  0.296  1.036  -3.357  0.1307
H  1.691  0.755  -2.303  0.1323
H  -1.262  0.279  -1.794  0.1260
H  -0.169  1.420  -0.985  0.1345
H  1.224  -0.627  -0.169  0.1120
H  -0.270  -1.498  -0.272  0.1192
H  1.530  0.088  1.922  0.1055
H  -2.448  -0.479  0.685  0.0895
H  -2.151  1.236  0.703  0.0852
H  -2.145  0.328  2.206  0.0663
H  0.794  1.076  4.078  0.0774
H  -0.873  0.471  3.858  0.0653
H  0.308  -0.675  3.987  0.0895
H  1.939  -1.126  -3.242  0.1468
H  0.538  -1.148  -4.020  0.1739
H  0.502  -1.712  -2.532  0.1633

Q: Which formula does entry 4 have?
A: C4H10P2

Q: Look up the net charge of the third one.
A: +1